# 1
{"formula": "C2H8N4S", "method": "ωB97M-V with the def2-TZVPD basis set", "elements": ["C", "N", "N", "C", "S", "N", "N", "H", "H", "H", "H", "H", "H", "H", "H"], "xyz": [[-0.3790, -0.1568, -2.8528], [0.4391, 0.7034, -1.9188], [0.9419, 0.1369, -0.7753], [0.2020, -0.0531, 0.3973], [0.9753, -0.3538, 1.8592], [-1.0418, 0.0182, 0.2823], [-1.8511, 0.0066, 1.4386], [-0.6227, 0.3610, -3.7951], [0.1895, -1.0924, -3.1987], [-1.1787, -0.5824, -2.3528], [0.2204, 1.7881, -1.8120], [1.9597, 0.4483, -0.3627], [-1.4805, 0.6795, -0.5993], [-1.9534, -1.0519, 1.5737], [-1.0949, 0.3144, 2.3448]], "forces_ev_per_angstrom": [[3.1241, -0.2182, -0.6005], [-0.6984, 2.6399, -0.7765], [3.3353, 0.4595, 2.5106], [4.6846, -0.0564, -0.5507], [0.4632, -0.0501, -0.1864], [-6.5311, 3.2689, -2.7891], [1.4478, -1.2602, 2.5275], [-0.0936, 0.1541, 0.7947], [-0.1149, 1.5117, 0.6526], [-2.1547, -0.4611, 0.7362], [0.1591, -3.2326, -0.5576], [-2.9266, -0.9912, -2.1438], [1.7676, -2.5400, 3.2329], [-0.1081, 1.9636, 0.3934], [-2.3544, -1.1878, -3.2433]], "relative_energy_ev": 2.5207, "homo_lumo_gap_ev": 9.10, "homo_ev": -8.4130, "e_lumo_ev": 0.69}


# 2
{"formula": "C2H8N4S2", "method": "ωB97M-V with the def2-TZVPD basis set", "elements": ["C", "S", "N", "C", "N", "N", "N", "S", "H", "H", "H", "H", "H", "H", "H", "H"], "xyz": [[1.1760, -1.4371, 2.1055], [1.3001, 0.3005, 1.2650], [-0.2002, 0.7211, 0.7962], [-0.7046, 0.8429, -0.5376], [-0.5487, -0.0370, -1.4447], [0.0089, -1.4098, -1.2841], [-1.2144, 2.1439, -0.7846], [-1.3170, 2.3815, -2.5421], [0.3070, -1.5160, 2.7773], [1.3395, -2.3330, 1.4649], [2.1403, -1.4836, 2.5644], [-0.8312, 1.2063, 1.3646], [0.0009, -1.9025, -0.1641], [-0.8177, -1.9287, -1.9753], [-0.2910, 2.7111, -0.5561], [-0.3481, 1.7404, -3.0494]], "forces_ev_per_angstrom": [[0.1994, 0.5596, -1.4415], [0.8204, -1.9278, 1.0651], [-1.7790, -0.1212, -1.9268], [2.0178, -2.6971, 0.4666], [0.1388, -1.0475, 0.4344], [-3.6518, -1.0639, 0.8019], [3.8260, 0.8295, -1.2577], [-3.1204, 2.1671, 0.9270], [0.6062, 0.0851, -0.2559], [-1.0204, 0.7233, -0.3165], [0.4404, 0.4467, 1.2609], [-0.4069, 0.7950, 1.7300], [-0.6105, 2.1466, -4.0527], [3.2384, 1.3591, 3.0054], [-2.6901, -0.8185, -0.1183], [1.9916, -1.4361, -0.3219]], "relative_energy_ev": 2.6334, "homo_lumo_gap_ev": 9.32, "homo_ev": -8.7370, "e_lumo_ev": 0.59}